1.
Molecular formula: C40H82AlCl32N2O4
Method: DFT, ωB97M-V/def2-TZVPD

```
161
Properties=species:S:1:pos:R:3:forces:R:3:mulliken_charge:R:1
C -2.042 -1.227 -6.284 0.19 -0.56 0.07 -0.50
C -0.535 -1.853 -6.019 -1.15 -0.12 -1.47 0.91
N -0.674 -3.074 -5.137 -0.30 1.30 0.17 0.04
Al 0.112 -2.844 -3.396 -0.51 0.23 -0.02 -0.33
C -0.424 -1.060 -2.464 -0.89 -0.25 0.38 2.15
C -2.039 -1.198 -2.138 2.12 -1.66 0.41 -0.21
O -2.629 0.117 -1.836 -0.49 1.97 -3.25 -0.29
C -2.973 0.870 -3.053 -4.57 -3.07 -2.94 0.47
O -3.966 0.364 -3.827 6.19 3.20 4.60 -0.60
C -2.264 2.287 -3.482 -0.28 0.40 0.80 -0.49
C -0.988 2.139 -4.502 0.57 -0.86 0.97 0.19
C -0.502 -4.339 -2.067 -1.44 2.01 1.04 0.13
O 0.662 -5.193 -1.780 -0.86 -0.84 -1.47 -0.13
N 0.276 -6.426 -1.367 -1.11 0.75 3.15 0.11
O -0.540 -6.354 -0.456 1.19 -1.01 -2.11 -0.32
H -2.036 -0.110 -6.635 -0.11 -2.15 0.80 -0.48
H -2.586 -1.890 -7.108 1.11 1.41 1.67 0.35
H -2.641 -1.350 -5.285 1.00 0.57 -1.93 0.19
H 0.196 -1.031 -5.621 -1.30 -1.51 -0.46 -0.20
H -0.126 -2.162 -7.097 -0.86 0.81 2.30 -0.56
H -1.685 -3.333 -5.105 1.11 0.27 -0.18 0.21
H 1.689 -2.911 -3.501 0.54 0.00 -0.11 -0.39
H 0.178 -0.969 -1.455 -1.99 -0.71 -3.09 -0.59
H -0.143 -0.129 -3.115 -0.93 -1.53 1.17 -1.24
H -2.115 -1.842 -1.137 -0.07 1.55 -2.06 0.09
H -2.617 -1.815 -2.959 0.83 1.68 1.46 -0.12
H -1.906 2.835 -2.484 -0.81 -1.21 -2.16 0.21
H -3.084 2.958 -4.004 1.47 -1.67 1.22 0.33
H -0.020 2.046 -3.811 -2.16 0.18 -1.81 -0.29
H -0.869 3.084 -5.198 -0.41 -2.07 1.46 0.07
H -1.080 1.126 -5.115 0.21 2.38 1.12 -0.02
H -0.807 -3.819 -1.038 0.28 -1.22 -2.11 0.13
H -1.426 -4.905 -2.511 1.92 0.46 1.13 -0.03
Cl 2.229 0.436 -4.077 0.20 0.04 -0.04 0.00
C 3.485 1.594 -4.581 0.09 0.16 -0.04 -0.39
C 3.496 2.842 -3.713 0.43 -0.22 0.06 0.50
Cl 2.047 3.848 -3.960 -0.04 0.14 0.00 -0.23
H 3.319 1.838 -5.635 -0.05 0.02 0.23 0.40
H 4.445 1.076 -4.499 -0.07 0.13 0.09 0.02
H 4.360 3.464 -3.967 -0.38 -0.24 0.05 -0.33
H 3.559 2.593 -2.649 -0.16 -0.02 -0.23 0.11
Cl 0.862 0.142 -0.047 0.83 1.07 1.62 -0.08
C -0.448 0.837 0.941 -0.11 0.00 0.15 -0.31
C -0.304 0.485 2.413 -0.01 0.55 -0.07 -0.18
Cl -0.584 -1.246 2.722 0.01 -0.19 -0.03 -0.24
H -1.402 0.486 0.534 0.21 -0.03 -0.01 0.23
H -0.400 1.922 0.811 0.03 -0.20 0.11 0.21
H -1.046 1.035 3.000 0.10 -0.14 -0.15 0.08
H 0.689 0.742 2.794 -0.16 -0.13 -0.14 0.30
Cl -0.676 3.833 2.915 0.06 0.05 0.01 -0.14
C -1.987 4.527 3.902 -0.15 0.08 0.18 -0.14
C -1.843 4.176 5.375 0.04 0.42 0.00 -0.50
Cl -2.123 2.445 5.684 -0.03 -0.12 -0.08 -0.15
H -2.941 4.177 3.495 0.46 0.01 0.11 -0.21
H -1.939 5.612 3.772 0.00 -0.20 0.09 0.40
H -2.585 4.726 5.961 0.08 -0.10 -0.18 0.29
H -0.850 4.433 5.755 -0.17 -0.15 -0.16 0.43
Cl -1.577 2.943 9.536 0.00 0.03 0.03 -0.21
C -1.742 1.188 9.284 0.03 -0.38 -0.06 0.11
C -2.354 0.490 10.489 -0.20 0.05 -0.24 -0.38
Cl -1.258 0.487 11.893 0.13 0.01 0.15 -0.23
H -0.753 0.784 9.044 -0.19 0.13 0.14 0.27
H -2.386 1.053 8.410 0.16 0.07 0.20 -0.09
H -2.560 -0.557 10.247 0.09 0.19 -0.02 0.37
H -3.294 0.960 10.793 0.35 -0.04 -0.01 0.17
Cl 4.720 0.328 -1.339 -0.07 -0.02 0.04 0.00
C 5.634 -0.253 0.075 0.13 -0.11 0.29 -0.31
C 4.762 -0.368 1.315 0.10 -0.33 -0.16 -0.41
Cl 4.249 1.225 1.926 -0.05 0.07 0.02 -0.20
H 6.478 0.426 0.237 -0.24 -0.08 -0.01 0.29
H 6.035 -1.236 -0.190 -0.16 0.18 0.11 0.01
H 5.323 -0.850 2.121 0.00 0.11 -0.17 0.38
H 3.864 -0.963 1.123 0.12 0.23 -0.06 0.23
Cl 0.477 0.646 -8.177 -0.22 0.82 0.54 -0.08
C -1.058 1.117 -8.947 -0.02 0.12 -0.03 -0.39
C -1.055 2.572 -9.391 -0.04 -0.27 -0.30 -0.59
Cl -1.058 3.697 -8.010 0.04 0.06 -0.03 -0.18
H -1.869 0.913 -8.241 0.24 0.13 -0.18 0.29
H -1.190 0.464 -9.815 0.02 0.14 0.03 0.39
H -1.957 2.784 -9.973 0.09 -0.09 0.14 0.35
H -0.186 2.801 -10.014 -0.11 -0.08 0.23 0.32
Cl 8.007 5.242 -7.625 -0.03 -0.06 -0.09 -0.19
C 6.697 5.936 -6.638 -0.33 0.16 0.27 -0.45
C 6.840 5.585 -5.166 0.01 0.34 -0.03 -0.45
Cl 6.560 3.854 -4.856 0.37 0.05 -0.16 -0.12
H 5.743 5.586 -7.045 0.26 -0.04 0.10 0.35
H 6.744 7.021 -6.768 0.05 -0.17 0.09 0.30
H 6.098 6.135 -4.579 0.04 -0.08 -0.19 0.32
H 7.833 5.842 -4.785 -0.18 -0.16 -0.16 0.20
Cl -7.666 3.995 5.710 0.01 0.03 0.05 -0.18
C -6.952 3.792 4.090 0.07 -0.01 -0.40 -0.54
C -5.441 3.956 4.105 -0.21 -0.39 -0.08 -0.42
Cl -4.949 5.635 4.439 -0.21 0.20 0.13 -0.19
H -7.429 4.511 3.417 0.16 -0.05 0.24 0.42
H -7.214 2.785 3.753 0.15 0.22 0.11 0.28
H -5.029 3.695 3.125 -0.19 0.02 0.09 0.45
H -4.972 3.310 4.854 -0.11 0.18 -0.07 0.23
Cl 2.289 -4.769 6.996 0.03 -0.01 0.07 -0.20
C 0.753 -4.298 6.226 -0.28 0.12 -0.17 -0.41
C 0.756 -2.844 5.782 -0.09 -0.30 -0.32 -0.22
Cl 0.754 -1.719 7.163 0.03 0.05 0.10 -0.17
H -0.058 -4.502 6.932 0.23 0.12 -0.09 0.32
H 0.621 -4.951 5.358 0.06 0.19 0.07 0.31
H -0.145 -2.631 5.200 0.17 -0.07 0.13 0.05
H 1.626 -2.614 5.159 -0.17 -0.06 0.21 0.33
Cl 7.169 -0.317 -4.092 0.10 0.06 -0.01 -0.15
C 7.004 -2.073 -4.344 -0.06 -0.34 -0.03 -0.52
C 6.392 -2.770 -3.139 -0.37 -0.02 -0.41 -0.21
Cl 7.488 -2.773 -1.735 0.18 -0.02 0.05 -0.23
H 7.992 -2.476 -4.584 -0.18 0.13 0.16 0.36
H 6.360 -2.207 -5.218 -0.01 0.00 0.23 0.27
H 6.186 -3.817 -3.381 0.08 0.20 0.00 0.35
H 5.452 -2.300 -2.835 0.23 -0.01 -0.06 0.14
Cl -4.159 -4.570 -2.235 -0.19 -0.01 0.01 -0.11
C -4.383 -5.996 -1.191 0.05 -0.15 0.13 -0.55
C -4.078 -7.295 -1.920 0.30 0.08 0.34 -0.33
Cl -5.282 -7.657 -3.182 -0.07 -0.01 -0.08 -0.21
H -5.409 -5.979 -0.809 0.17 -0.04 -0.20 0.41
H -3.703 -5.877 -0.343 0.03 -0.09 -0.21 0.25
H -4.099 -8.131 -1.214 -0.04 0.18 -0.07 0.33
H -3.090 -7.271 -2.390 -0.25 0.11 0.07 0.23
Cl -4.814 0.348 8.673 -0.33 -0.05 -0.17 -0.14
C -6.572 0.541 8.887 -0.45 0.06 -0.02 -0.23
C -6.936 1.909 9.444 -0.09 -0.05 -0.35 -0.39
Cl -6.407 2.109 11.133 0.09 -0.01 0.04 -0.20
H -6.926 -0.266 9.536 0.16 0.22 -0.06 0.37
H -7.027 0.409 7.901 0.09 0.12 0.11 0.00
H -8.022 2.036 9.436 0.18 -0.12 -0.01 0.33
H -6.494 2.716 8.852 0.00 -0.22 0.13 0.23
Cl 0.716 -1.583 -10.100 0.13 -0.60 -0.47 -0.14
C 2.022 -2.794 -10.097 0.17 -0.34 -0.12 -0.43
C 1.892 -3.776 -8.943 0.04 0.00 -0.04 -0.61
Cl 2.197 -3.005 -7.367 0.34 -0.15 -0.19 -0.07
H 2.978 -2.262 -10.068 -0.25 -0.06 0.12 0.27
H 1.960 -3.329 -11.049 -0.01 0.00 0.16 0.31
H 2.630 -4.576 -9.052 -0.07 0.16 -0.07 0.36
H 0.897 -4.231 -8.912 0.14 0.20 0.02 0.32
Cl 10.312 4.766 -4.281 0.06 0.04 0.01 -0.19
C 11.026 4.563 -5.900 0.19 -0.01 -0.32 -0.34
C 12.537 4.727 -5.886 -0.11 -0.35 -0.06 -0.45
Cl 13.029 6.406 -5.552 0.01 0.04 0.04 -0.19
H 10.549 5.282 -6.574 0.17 -0.13 0.25 0.21
H 10.764 3.556 -6.237 0.09 0.13 0.08 0.33
H 12.949 4.466 -6.865 -0.16 0.07 0.12 0.32
H 13.006 4.081 -5.137 -0.16 0.20 -0.09 0.31
Cl -2.767 -4.667 12.737 -0.05 -0.02 0.00 -0.20
C -1.812 -3.303 13.368 0.18 0.26 0.10 -0.03
C -2.143 -2.993 14.819 0.32 -0.08 -0.05 -0.44
Cl -3.782 -2.320 15.007 -0.03 -0.03 0.00 -0.18
H -1.987 -2.438 12.721 -0.04 -0.18 0.21 -0.05
H -0.759 -3.587 13.280 -0.17 0.03 0.09 0.30
H -1.447 -2.243 15.207 -0.10 -0.08 -0.17 0.29
H -2.068 -3.885 15.449 -0.10 0.14 -0.21 0.33
Cl -8.686 -1.011 5.895 -0.03 0.05 0.06 -0.19
C -7.972 -1.214 4.276 0.18 -0.04 -0.33 -0.38
C -6.461 -1.050 4.291 -0.10 -0.39 -0.15 -0.73
Cl -5.969 0.629 4.625 0.04 -0.10 0.15 -0.03
H -8.449 -0.495 3.602 0.15 -0.09 0.22 0.30
H -8.234 -2.221 3.939 0.13 0.14 0.09 0.34
H -6.049 -1.311 3.311 -0.14 0.08 0.13 0.35
H -5.992 -1.696 5.039 -0.15 0.22 -0.08 0.33
```
Forces are in eV/Å.

The LUMO energy comes out at 0.0538 Ha. The calculation puts the electronic energy at -16952.2187 Eh. The calculation puts the relative energy (zero: lowest compared OMol25 entry of this formula, charge and spin) at 591.4 kJ/mol. For the gap between HOMO and LUMO, the calculation gives 5.9484 eV. The value obtained for the highest occupied orbital energy is -4.48 eV. Its total charge is -1.

***

2.
Molecular formula: C5H26N2O7
Method: DFT, ωB97M-V/def2-TZVPD

```
40
Properties=species:S:1:pos:R:3:forces:R:3:nbo_charge:R:1
C 1.466 0.695 1.519 -1.19 0.76 -0.59 0.00
N 0.313 0.587 0.987 1.18 0.94 1.32 -0.50
C 0.236 0.093 -0.357 -1.50 -0.07 -0.01 -0.27
C -1.209 0.482 -0.888 2.03 -1.21 -0.75 -0.42
C -2.373 -0.233 -0.114 2.33 1.44 -0.06 -0.08
C -3.689 0.132 -0.852 -0.36 2.07 4.98 -0.65
N -2.128 -1.672 0.132 -0.09 -0.59 -0.10 -0.92
H 2.393 0.470 1.007 0.15 0.10 -0.12 0.17
H 1.544 1.148 2.497 -0.01 -0.19 0.37 0.17
H 0.440 -0.979 -0.227 -0.49 0.18 -0.87 0.20
H 1.002 0.544 -1.001 -0.13 -0.19 0.05 0.18
H -1.189 0.232 -1.944 -0.30 -0.11 -0.40 0.21
H -1.166 1.602 -0.833 -0.92 -1.26 -0.10 0.23
H -2.002 0.196 0.831 -2.07 0.46 0.53 0.20
H -3.891 1.256 -0.855 1.14 -1.30 -1.58 0.24
H -4.561 0.004 -0.186 0.18 -1.09 0.02 0.21
H -3.718 -0.591 -1.588 -0.54 -0.45 -2.53 0.23
H -1.368 -2.146 -0.377 -1.02 0.47 0.04 0.39
H -2.966 -2.254 0.289 0.84 0.59 -0.49 0.38
O 3.665 0.868 -0.851 0.93 5.25 1.99 -0.93
H 3.206 1.186 -1.590 -0.90 0.72 -1.65 0.46
H 3.693 -0.008 -0.923 0.16 -5.89 -0.52 0.47
O 2.554 -1.711 -0.573 0.50 3.36 -0.55 -0.99
H 2.317 -1.455 0.322 -0.23 -0.37 0.64 0.51
H 2.624 -2.614 -0.604 0.25 -3.43 0.13 0.48
O 0.347 4.303 -1.383 2.07 2.79 -1.80 -0.96
H -0.299 3.833 -0.942 -2.03 -1.92 1.50 0.49
H 1.017 3.725 -1.720 0.24 -0.58 -0.13 0.46
O -0.840 -2.209 3.130 0.48 -2.33 -2.32 -0.95
H -0.969 -1.625 3.811 -0.56 2.28 2.62 0.47
H -1.356 -1.888 2.385 -0.52 0.08 -0.51 0.50
O 1.497 -1.686 1.996 2.16 0.00 -1.20 -0.98
H 1.928 -2.080 2.734 0.44 -0.60 0.84 0.48
H 0.579 -1.767 2.163 -1.80 -0.24 0.65 0.50
O -0.803 3.105 0.589 -1.56 1.76 -0.97 -0.98
H -0.013 3.408 1.005 0.70 -0.47 0.77 0.49
H -1.091 2.228 0.779 0.61 -0.89 1.06 0.50
O 1.291 -1.568 -3.027 1.68 -0.66 1.24 -0.97
H 1.803 -2.421 -3.156 -0.95 1.60 0.16 0.46
H 1.716 -1.190 -2.182 -0.90 -1.03 -1.64 0.49
```
Forces are in eV/Å.

The LUMO energy comes out at 0.0087 Ha. The calculation puts the electronic energy at -842.1719 Eh. The calculation puts the relative energy (zero: lowest compared OMol25 entry of this formula, charge and spin) at 391.8 kJ/mol. For the gap between HOMO and LUMO, the calculation gives 9.4329 eV. The value obtained for the highest occupied orbital energy is -9.20 eV.